{"formula": "C14H18F6N5NiO6PS3", "method": "wB97M-V/def2-TZVPD", "elements": ["Ni", "F", "C", "F", "F", "S", "O", "O", "N", "S", "O", "O", "C", "F", "F", "F", "N", "C", "P", "O", "O", "C", "N", "H", "H", "H", "H", "H", "H", "H", "H", "H", "H", "S", "C", "C", "C", "N", "C", "C", "C", "C", "C", "N", "C", "C", "H", "H", "H", "H", "H", "H", "H", "H"], "xyz": [[-0.67, -0.98, 0.53], [-2.82, -0.83, -3.23], [-2.08, 0.27, -3.34], [-1.25, 0.16, -4.35], [-2.84, 1.33, -3.45], [-1.05, 0.43, -1.80], [-0.10, -0.66, -1.82], [-0.56, 1.77, -1.70], [-2.12, 0.04, -0.59], [-2.18, 1.14, 0.58], [-0.84, 0.91, 1.24], [-2.61, 2.45, 0.31], [-3.39, 0.35, 1.74], [-4.58, 0.36, 1.19], [-3.36, 1.05, 2.85], [-3.01, -0.90, 2.00], [1.74, 2.03, 1.07], [2.24, 0.89, 0.23], [2.34, -0.58, 1.34], [2.99, -0.08, 2.58], [1.00, -1.27, 1.40], [3.59, -1.73, 0.62], [4.57, -2.01, 1.74], [2.20, 2.01, 1.99], [0.72, 1.94, 1.21], [1.92, 2.94, 0.63], [3.24, 1.15, -0.11], [1.59, 0.78, -0.63], [4.14, -1.27, -0.21], [3.15, -2.66, 0.27], [4.39, -2.91, 2.18], [4.41, -1.26, 2.45], [5.54, -2.01, 1.43], [-2.64, -7.05, 0.02], [-2.00, -5.45, 0.19], [-1.49, -4.90, 1.37], [-1.05, -3.60, 1.38], [-1.10, -2.82, 0.28], [-1.58, -3.33, -0.86], [-2.03, -4.63, -0.94], [-2.44, -7.71, 1.66], [-1.24, -8.29, 2.04], [-1.14, -8.80, 3.33], [-2.13, -8.76, 4.21], [-3.29, -8.21, 3.82], [-3.49, -7.67, 2.56], [-1.44, -5.48, 2.29], [-0.65, -3.15, 2.28], [-1.60, -2.68, -1.72], [-2.41, -4.99, -1.89], [-0.41, -8.37, 1.34], [-0.22, -9.27, 3.66], [-4.09, -8.21, 4.55], [-4.45, -7.25, 2.29]], "lowdin_charge": [0.511, 0.170, -0.688, 0.191, 0.200, 0.662, -0.285, -0.247, -0.284, 0.725, -0.348, -0.170, -0.684, 0.211, 0.200, 0.150, 0.173, -0.158, 0.484, -0.297, -0.313, -0.138, 0.154, 0.157, 0.115, 0.183, 0.119, 0.078, 0.113, 0.113, 0.176, 0.125, 0.175, 1.093, -0.485, -0.025, -0.085, -0.025, -0.075, -0.054, -0.542, -0.081, -0.121, 0.083, -0.115, -0.068, 0.117, 0.125, 0.105, 0.123, 0.112, 0.115, 0.118, 0.114], "homo_ev": [-13.90, -13.90], "charge": 2}

---

{"formula": "C14H18N2O5", "method": "wB97M-V/def2-TZVPD", "elements": ["O", "O", "O", "O", "O", "C", "C", "C", "C", "C", "C", "C", "N", "N", "C", "C", "C", "C", "C", "C", "C", "H", "H", "H", "H", "H", "H", "H", "H", "H", "H", "H", "H", "H", "H", "H", "H", "H", "H"], "xyz": [[1.10, -1.60, -0.04], [-4.70, -0.68, 2.20], [-3.28, -3.06, 2.03], [2.53, 0.33, -2.38], [-0.39, 3.82, -0.51], [0.59, -0.53, 0.07], [-1.38, -1.74, 0.97], [-2.95, 0.48, 1.10], [-2.73, -1.89, 1.56], [-3.44, -0.71, 1.63], [-0.76, -0.54, 0.60], [-1.68, 0.61, 0.57], [1.41, 0.52, -0.41], [-1.25, 1.96, 0.22], [-2.66, -4.27, 1.70], [2.85, -0.93, -2.94], [2.35, 2.63, -0.68], [3.52, 1.64, -0.61], [1.19, 1.90, -0.12], [2.71, 0.35, -0.98], [-0.19, 2.38, -0.56], [-5.00, -1.58, 2.10], [0.05, 4.15, 0.28], [-0.85, -2.67, 0.93], [-3.60, 1.33, 1.07], [-1.95, 2.57, 0.61], [-2.39, -4.41, 0.62], [-1.72, -4.47, 2.32], [-3.32, -5.07, 2.13], [3.93, -1.02, -3.00], [2.44, -1.79, -2.41], [2.38, -0.89, -3.94], [2.57, 3.54, -0.13], [2.19, 2.82, -1.78], [3.97, 1.60, 0.35], [4.29, 1.78, -1.31], [1.25, 2.07, 0.97], [3.17, -0.57, -0.70], [-0.27, 1.94, -1.55]], "lowdin_charge": [0.085, 0.076, -0.094, -0.130, 0.004, -0.367, 0.084, 0.028, -0.185, -0.233, -0.048, -0.114, 0.064, 0.066, -0.100, -0.091, -0.126, -0.055, -0.274, -0.312, -0.349, 0.088, 0.095, 0.096, 0.122, 0.125, 0.109, 0.111, 0.102, 0.085, 0.085, 0.101, 0.119, 0.146, 0.108, 0.101, 0.167, 0.143, 0.166], "homo_ev": -7.76}

---

{"formula": "C14H18N2O6", "method": "wB97M-V/def2-TZVPD", "elements": ["C", "C", "C", "C", "C", "C", "C", "C", "C", "C", "C", "C", "C", "C", "H", "H", "H", "H", "H", "H", "H", "H", "H", "H", "H", "H", "H", "H", "H", "H", "H", "H", "N", "N", "O", "O", "O", "O", "O", "O"], "xyz": [[-2.10, 0.15, 2.16], [-0.88, 0.08, 1.28], [-2.70, 1.56, 1.70], [-4.12, 1.82, 2.43], [-5.08, 1.31, 1.44], [0.22, -0.35, -0.80], [-0.01, -0.04, -2.16], [1.03, -1.57, -0.58], [2.53, -1.45, -0.72], [3.31, -0.43, -0.11], [3.03, -2.04, -1.87], [4.57, -0.12, -0.45], [4.39, -1.91, -2.06], [5.13, -0.88, -1.48], [-0.87, -0.43, 4.02], [-0.86, 1.48, 3.36], [-2.94, -0.75, 2.08], [-1.92, 2.20, 2.00], [-2.77, 1.80, 0.61], [-4.46, 2.89, 2.34], [-4.01, 1.24, 3.48], [-7.13, 1.93, 0.85], [-1.87, -0.69, -0.68], [0.93, 0.59, -0.61], [0.67, -2.20, -1.30], [0.80, -2.22, 0.36], [2.78, 0.32, 0.62], [2.58, -2.72, -2.73], [5.23, 0.83, 0.01], [4.67, -2.28, -3.03], [6.75, 0.49, -1.38], [1.77, 0.05, -2.14], [-1.63, 0.43, 3.60], [-1.01, -0.54, 0.00], [0.28, 0.50, 1.62], [-4.88, 0.28, 0.80], [-6.37, 2.11, 1.56], [-1.16, 0.08, -2.47], [6.48, -0.55, -1.84], [1.05, 0.26, -2.88]], "lowdin_charge": [-0.334, -0.406, -0.147, -0.087, -0.428, -0.313, -0.571, -0.117, -0.227, -0.066, -0.064, -0.068, -0.035, -0.288, 0.158, 0.204, 0.199, 0.071, 0.133, 0.130, 0.173, 0.160, 0.205, 0.196, 0.086, 0.174, 0.155, 0.175, 0.178, 0.110, 0.225, 0.153, -0.055, 0.125, -0.018, 0.074, -0.055, 0.121, -0.071, 0.148], "homo_ev": -8.97}

---

{"formula": "C14H18N3OS", "method": "wB97M-V/def2-TZVPD", "elements": ["C", "C", "N", "C", "S", "C", "N", "C", "C", "C", "C", "N", "C", "C", "C", "H", "H", "H", "H", "H", "H", "H", "H", "H", "H", "H", "H", "C", "C", "O", "C", "H", "H", "H", "H", "H", "H"], "xyz": [[0.50, -1.84, 0.96], [-1.09, -2.36, 0.82], [-1.29, -3.65, 0.07], [-0.86, -3.48, -1.25], [-0.56, -2.88, -2.84], [-1.56, -2.27, 2.41], [-2.35, -1.17, 2.67], [-2.71, -0.27, 1.51], [-1.87, 1.11, 1.23], [-2.11, 2.11, -0.08], [-1.15, 3.42, -0.15], [-0.05, 3.89, 0.74], [0.22, 3.05, 1.94], [-0.64, 1.69, 2.19], [-2.18, -1.23, 0.25], [0.47, -0.77, 1.45], [1.00, -2.58, 1.75], [1.06, -1.83, -0.07], [-1.16, -3.13, 3.10], [-2.65, -1.07, 3.68], [-3.88, -0.20, 1.52], [-2.97, 1.87, -0.88], [-1.37, 4.13, -1.09], [1.07, 3.34, 2.73], [-0.35, 1.04, 3.15], [-3.06, -1.74, -0.33], [-1.59, -0.60, -0.55], [3.77, 1.11, -1.53], [2.57, 0.52, -2.21], [1.47, 0.47, -1.65], [2.75, -0.01, -3.61], [3.49, 1.45, -0.53], [4.55, 0.35, -1.43], [4.14, 1.97, -2.10], [3.49, -0.82, -3.61], [3.08, 0.80, -4.27], [1.80, -0.40, -3.98]], "lowdin_charge": [-0.019, -0.417, 0.034, -0.507, 0.675, 0.134, 0.091, -0.186, -0.091, 0.010, -0.093, -0.009, -0.079, -0.031, -0.071, 0.087, 0.110, 0.095, 0.187, 0.197, 0.177, 0.112, 0.120, 0.124, 0.084, 0.140, 0.123, -0.020, -0.490, 0.013, -0.021, 0.082, 0.090, 0.092, 0.091, 0.093, 0.074], "homo_ev": -11.79, "charge": 1}

---

{"formula": "C14H18N4O3S", "method": "wB97M-V/def2-TZVPD", "elements": ["C", "N", "C", "O", "N", "C", "O", "C", "H", "H", "S", "C", "N", "C", "C", "C", "C", "C", "C", "N", "C", "H", "C", "O", "C", "H", "H", "H", "H", "H", "H", "H", "H", "H", "H", "H", "H", "H", "H", "H"], "xyz": [[-3.10, -0.42, 2.04], [-2.48, 0.70, 1.22], [-1.21, 1.20, 1.31], [-0.49, 0.65, 2.10], [-0.95, 1.95, 0.28], [-1.60, 2.29, -0.73], [-2.81, 2.10, -0.86], [-0.62, 3.00, -1.93], [-0.52, 4.07, -1.72], [-0.97, 2.77, -2.81], [1.01, 2.45, -1.72], [0.46, 0.69, -1.60], [-0.66, 0.06, -1.74], [-0.69, -0.99, -1.26], [-1.80, -1.98, -1.37], [-1.59, -3.29, -0.72], [-0.19, -3.84, -0.47], [0.81, -2.87, -0.49], [0.69, -1.40, -1.02], [1.37, -0.36, -0.98], [2.75, -0.34, -0.87], [3.06, 0.73, -0.94], [3.05, -0.40, 0.80], [3.53, 0.67, 1.54], [2.67, 1.83, 1.36], [3.24, 2.37, 2.28], [1.76, 1.08, 2.05], [2.47, 2.36, 0.64], [3.72, -1.34, 1.00], [2.16, -0.85, 1.30], [3.33, -1.00, -1.40], [1.81, -3.17, -0.44], [-0.04, -4.66, -0.20], [-2.35, -4.10, -0.81], [-2.81, -1.70, -1.50], [0.04, 2.58, 0.59], [-3.14, 1.08, 0.26], [-3.24, -1.28, 1.57], [-2.47, -0.60, 2.77], [-4.24, -0.05, 2.47]], "lowdin_charge": [-0.031, 0.031, -0.630, 0.065, 0.094, -0.474, 0.051, -0.362, 0.083, 0.013, 0.972, -0.369, 0.102, -0.324, 0.049, -0.034, -0.028, 0.044, -0.148, -0.042, -0.059, 0.112, -0.213, -0.240, -0.055, 0.143, 0.195, -0.091, 0.138, 0.113, 0.098, 0.066, -0.033, 0.086, 0.079, 0.254, 0.188, -0.001, 0.006, 0.153], "homo_ev": -7.84}

---

Number 1: E_tot -4912.44042 Ha. Number 2: E_tot -1029.92403 Ha. Number 3: E_tot -1104.98773 Ha. Number 4: E_tot -1181.28981 Ha. Number 5: E_tot -1386.75473 Ha.